No. 1
C33H40AsBBrCuN9O | wB97M-V/def2-TZVPD

XYZ file:
```
87
Properties=species:S:1:pos:R:3:mulliken_charge:R:1
Cu 0.526 0.517 -0.994 -1.469
C 3.294 -0.348 -3.236 -1.391
C 3.535 0.490 -2.025 0.759
C 4.744 0.961 -1.495 -1.339
C 4.394 1.730 -0.399 0.860
C 5.267 2.497 0.535 -1.358
N 3.054 1.697 -0.287 1.013
N 2.531 0.932 -1.279 -0.332
B 2.108 2.545 0.620 -0.978
N 1.403 1.642 1.642 0.590
N 0.571 0.684 1.169 0.696
C -0.015 0.116 2.213 0.322
C -0.978 -1.009 2.027 -0.222
C 0.448 0.717 3.395 -1.794
C 1.343 1.687 2.986 1.111
C 2.136 2.654 3.800 -1.344
N 1.054 3.212 -0.306 0.531
N 0.291 2.468 -1.152 1.446
C -0.321 3.290 -1.991 0.672
C -1.171 2.787 -3.108 -1.330
C 0.037 4.610 -1.677 -1.580
C 0.910 4.516 -0.612 0.980
C 1.609 5.607 0.126 -1.400
H 4.162 -0.967 -3.458 0.386
H 3.100 0.282 -4.106 0.280
H 2.430 -0.998 -3.097 0.123
H 5.739 0.784 -1.869 0.497
H 6.312 2.294 0.310 0.388
H 5.079 2.221 1.573 0.210
H 5.098 3.571 0.444 0.232
H 2.747 3.387 1.178 -0.105
H -1.407 -0.970 1.026 -0.578
H -1.789 -0.953 2.754 0.583
H -0.481 -1.974 2.149 0.053
H 0.169 0.479 4.407 0.520
H 1.928 2.500 4.858 0.365
H 1.886 3.686 3.549 0.240
H 3.207 2.527 3.642 0.213
H -1.259 1.703 -3.063 0.125
H -0.736 3.079 -4.066 0.382
H -2.176 3.206 -3.053 0.303
H -0.299 5.512 -2.159 0.480
H 1.253 6.573 -0.228 0.374
H 2.688 5.564 -0.028 0.250
H 1.424 5.545 1.198 0.251
Br -0.871 -4.129 5.065 -0.165
C -0.979 -4.818 3.304 0.054
C -0.024 -5.717 2.860 -0.540
C -0.118 -6.217 1.571 -0.332
C -1.123 -5.779 0.720 0.150
C -2.091 -4.893 1.185 -0.094
C -2.025 -4.423 2.486 -0.466
N -1.222 -6.414 -0.565 -0.461
N -1.409 -5.764 -1.600 -0.515
C -1.307 -4.337 -1.599 -0.013
C -2.340 -3.619 -2.152 -0.609
C -2.365 -2.221 -2.175 -0.647
C -1.282 -1.484 -1.702 0.739
O -1.204 -0.194 -1.680 -0.458
C -0.155 -2.244 -1.229 -0.386
N 0.915 -1.492 -0.876 0.784
C 2.013 -2.071 -0.453 -0.146
C 2.132 -3.469 -0.395 -1.511
C 1.071 -4.251 -0.760 -0.562
C -0.142 -3.650 -1.166 0.928
H 0.773 -6.034 3.518 0.440
H 0.593 -6.950 1.212 0.427
H -2.897 -4.576 0.539 0.469
H -2.780 -3.746 2.861 0.443
H -3.183 -4.174 -2.549 0.451
H -3.215 -1.699 -2.590 0.375
H 2.831 -1.422 -0.166 0.375
H 3.068 -3.908 -0.079 0.448
H 1.166 -5.328 -0.759 0.705
C -4.700 3.528 -0.313 -1.257
As -3.598 1.938 -0.692 0.472
C -4.952 1.035 -1.795 -0.854
C -3.985 0.977 0.975 -1.274
H -5.686 3.255 0.066 0.380
H -4.818 4.107 -1.229 0.362
H -4.193 4.153 0.423 0.360
H -5.876 0.880 -1.237 0.403
H -4.569 0.075 -2.134 0.020
H -5.163 1.649 -2.671 0.376
H -5.051 1.001 1.205 0.513
H -3.423 1.426 1.795 0.337
H -3.664 -0.059 0.866 0.266
```

Properties
**Multiplicity**: 2
**Total charge**: 0
**HOMO level (spin up / spin down)**: -7.4 / -7.3 eV


No. 2
C5H12NO | wB97M-V/def2-TZVPD

XYZ file:
```
19
Properties=species:S:1:pos:R:3:mulliken_charge:R:1
C 1.429 -2.254 1.221 -1.086
C 0.665 -1.866 -0.061 -0.505
C 0.034 -0.512 0.208 -0.178
C 0.377 0.548 -0.496 -0.432
N -0.130 1.891 -0.496 0.042
C 0.186 2.809 0.312 -0.126
H 1.966 -3.184 1.017 0.325
H 0.742 -2.413 2.046 0.347
H 2.224 -1.547 1.448 0.337
H -0.169 -2.545 -0.242 0.277
H 1.230 -1.813 -0.988 0.391
H -0.781 -0.494 0.922 0.353
H 1.179 0.451 -1.226 0.329
H -0.843 2.018 -1.227 0.354
H 0.705 2.605 1.239 0.293
H -0.211 3.813 0.227 0.279
H -3.308 1.319 -0.895 0.298
H -2.780 0.170 -1.712 0.305
O -2.515 1.001 -1.298 -0.603
```

Properties
**Energy relative to the best compared isomer or geometry (same formula, charge and spin)**: 1.324 eV
**Total charge**: +1
**HOMO level**: -14.3 eV


No. 3
C27H35Cl2N7OPmS3 | wB97M-V/def2-TZVPD

XYZ file:
```
76
Properties=species:S:1:pos:R:3:mulliken_charge:R:1
Pm -0.647 1.011 -1.279 0.941
O -1.404 2.338 0.377 -0.524
N -2.696 2.608 0.717 0.404
C -2.924 3.113 1.978 -0.287
C -4.214 3.331 2.426 -0.924
C -5.287 3.010 1.578 -0.130
C -5.067 2.539 0.305 -0.962
C -3.718 2.370 -0.147 0.761
S -3.511 1.842 -1.762 -0.360
H -2.031 3.329 2.530 0.599
H -4.395 3.700 3.444 0.406
H -6.320 3.163 1.883 0.392
H -5.865 2.240 -0.393 0.409
C 5.049 -0.844 -3.042 -0.423
C 3.859 -1.504 -2.709 -0.530
C 2.642 -0.811 -2.618 0.042
C 2.599 0.567 -2.929 -0.191
C 3.811 1.209 -3.335 -0.143
C 5.007 0.505 -3.399 -0.677
N 1.432 1.344 -2.857 0.949
N 1.419 2.286 -3.776 -0.692
C 0.392 3.161 -3.722 0.153
C 0.063 3.991 -4.864 -0.405
C -1.019 4.861 -4.789 -0.306
C -1.700 5.008 -3.550 -0.651
C -1.305 4.226 -2.472 -0.189
N -0.354 3.256 -2.559 -0.032
H 5.983 -1.415 -3.070 0.401
H 3.843 -2.574 -2.495 0.461
H 1.734 -1.358 -2.361 0.213
H 3.745 2.293 -3.573 0.400
H 5.938 1.048 -3.690 0.334
H 0.685 3.896 -5.763 0.436
H -1.373 5.398 -5.682 0.412
H -2.482 5.763 -3.388 0.397
H -1.765 4.312 -1.493 0.458
S -0.096 -3.778 -2.068 -0.356
C -0.531 -2.484 -1.162 0.283
N -0.739 -1.414 -0.654 -0.546
C -1.304 -0.547 5.410 -1.316
C -1.457 -0.431 3.870 -0.483
C -0.584 0.673 3.241 1.123
C 0.925 0.516 3.391 -1.748
N 1.426 -0.660 2.704 -0.075
C 1.772 -0.688 1.397 0.735
S 1.778 0.758 0.501 -0.535
N 2.105 -1.897 0.855 0.244
C 2.461 -3.135 1.547 -1.008
C 1.487 -4.276 1.190 0.044
C 1.600 -5.561 2.053 -0.642
C 1.123 -5.474 3.509 -1.074
H -1.967 -1.304 5.827 0.401
H -1.551 0.411 5.870 0.313
H -0.282 -0.797 5.704 0.297
H -2.514 -0.200 3.687 0.405
H -1.252 -1.403 3.428 0.280
H -0.865 1.622 3.733 0.324
H -0.815 0.807 2.169 -0.588
H 1.245 0.466 4.440 0.468
H 1.401 1.380 2.898 0.488
H 1.216 -1.562 3.124 0.233
H 2.252 -1.820 -0.153 -0.224
H 2.473 -2.952 2.620 0.344
H 3.472 -3.365 1.264 0.313
H 1.609 -4.527 0.118 0.203
H 0.452 -3.879 1.224 0.236
H 2.641 -5.907 2.019 0.309
H 1.030 -6.376 1.586 0.328
H 1.779 -4.794 4.104 0.271
H 1.077 -6.470 3.987 0.360
H 0.086 -5.077 3.612 0.267
Cl -1.053 0.212 -4.218 -0.015
C -2.356 -1.110 -4.214 -0.491
Cl -3.265 -1.340 -2.700 -0.040
H -1.842 -2.035 -4.453 0.369
H -3.061 -0.790 -4.983 0.364
```

Properties
**Multiplicity**: 5
**Energy relative to the best compared isomer or geometry (same formula, charge and spin)**: 0.000 eV
**Total charge**: +1
**HOMO level (spin up / spin down)**: -10.6 / -10.6 eV


No. 4
C31H36N4O2PtSbSe | wB97M-V/def2-TZVPD

XYZ file:
```
76
Properties=species:S:1:pos:R:3:mulliken_charge:R:1
Pt -3.176 -15.817 -0.842 1.373
C 0.377 -13.442 -0.349 -1.120
O -0.307 -14.624 -0.794 -0.217
C 0.450 -15.724 -1.085 0.691
C 1.828 -15.781 -1.176 -0.655
C 2.540 -16.983 -1.277 -0.611
C 1.762 -18.139 -1.125 -0.863
C 0.383 -18.105 -1.189 -0.231
C -0.358 -16.920 -1.204 0.330
N -1.722 -16.852 -1.685 0.104
N -2.104 -18.019 -2.181 -0.436
C -3.195 -18.045 -3.004 0.125
C -3.827 -16.860 -3.480 1.080
O -3.534 -15.706 -2.938 -1.018
C -4.730 -16.995 -4.562 -0.469
C -4.966 -18.181 -5.233 -1.056
C -4.436 -19.406 -4.651 1.082
C -4.676 -20.628 -5.375 -0.919
C -4.048 -21.749 -4.869 -0.377
C -3.428 -21.794 -3.623 -0.872
C -3.176 -20.527 -2.927 -0.313
C -3.631 -19.338 -3.425 0.132
H 0.748 -13.543 0.689 0.377
H -0.389 -12.651 -0.370 0.259
H 1.117 -13.090 -1.022 0.424
H 2.438 -14.918 -0.836 0.289
H 3.561 -17.059 -1.649 0.406
H 2.287 -19.089 -0.989 0.412
H -0.105 -19.103 -1.170 0.270
H -5.113 -16.039 -4.982 0.575
H -5.731 -18.458 -6.017 0.259
H -5.221 -20.653 -6.318 0.353
H -4.149 -22.629 -5.505 0.361
H -3.212 -22.768 -3.220 0.401
H -2.595 -20.473 -2.015 0.421
C -7.168 -15.072 -3.189 -0.963
N -7.380 -15.758 -1.901 0.471
C -6.569 -15.490 -0.810 -0.521
Se -5.213 -14.265 -0.701 -0.197
N -7.053 -16.232 0.233 0.321
C -8.280 -16.806 -0.093 0.358
C -9.289 -17.402 0.685 -0.557
C -10.378 -17.966 0.025 -0.646
C -10.552 -17.756 -1.347 -0.574
C -9.692 -16.952 -2.089 -0.705
C -8.514 -16.487 -1.486 0.746
H -7.628 -15.647 -4.039 0.292
H -6.099 -14.888 -3.181 0.316
H -7.693 -14.106 -3.286 0.336
H -6.772 -15.959 1.170 0.114
H -9.295 -17.140 1.749 0.348
H -11.085 -18.496 0.628 0.445
H -11.323 -18.241 -1.887 0.453
H -10.149 -16.487 -3.015 0.311
C -3.463 -13.325 3.005 -0.933
C -4.127 -14.685 2.959 -0.747
Sb -3.107 -16.172 1.641 0.179
C -3.563 -18.248 2.115 -0.706
C -5.033 -18.571 1.701 -1.025
C -1.156 -15.880 2.743 -0.530
C -0.355 -17.063 3.147 -1.074
H -3.921 -12.871 3.850 0.417
H -3.534 -12.766 2.066 0.213
H -2.373 -13.501 3.253 0.201
H -5.154 -14.682 2.621 0.276
H -4.140 -15.230 3.878 0.594
H -3.550 -18.407 3.226 0.420
H -2.822 -18.785 1.514 0.397
H -5.146 -19.646 1.506 0.397
H -5.449 -17.986 0.861 0.094
H -5.624 -18.445 2.584 0.388
H -1.539 -15.319 3.673 0.396
H -0.621 -15.140 2.201 0.295
H 0.776 -17.037 3.132 0.306
H -0.645 -18.013 2.631 0.172
H -0.625 -17.512 4.098 0.357
```

Properties
**Multiplicity**: 3
**Total charge**: +1
**HOMO level (spin up / spin down)**: -9.0 / -10.6 eV


No. 5
C20H33NO9S | wB97M-V/def2-TZVPD

XYZ file:
```
64
Properties=species:S:1:pos:R:3:mulliken_charge:R:1
C 5.799 -1.322 1.465 -1.108
C 5.075 0.137 1.491 0.008
N 3.648 -0.073 1.883 -0.300
C 2.721 -0.065 0.746 0.131
C 2.983 -1.086 -0.439 -0.163
C 2.034 -1.193 -1.674 -0.504
C 0.765 -0.255 -1.756 0.461
S -0.443 -0.354 -3.167 -0.312
C 0.532 0.740 -0.589 0.191
C 1.477 0.862 0.676 0.346
C 1.079 1.910 1.835 0.032
O 1.913 2.544 2.533 -0.617
C -0.513 2.086 2.054 -0.349
C -1.356 2.005 0.896 0.467
C -2.972 2.118 0.973 -0.944
C -3.491 0.592 0.784 0.357
C -4.152 0.048 -0.506 -0.312
C -4.567 -1.472 -0.570 -0.573
C -4.348 -2.459 0.601 0.683
C -4.700 -4.015 0.605 -1.108
C -3.717 -1.884 1.932 -0.660
C -3.312 -0.387 1.976 -0.106
C -0.734 1.747 -0.577 0.083
O -1.187 2.319 -1.600 -0.535
H 5.970 -1.710 0.390 0.246
H 6.847 -1.297 1.951 0.338
H 5.192 -2.075 2.101 0.282
H 5.623 0.765 2.297 0.431
H 5.229 0.671 0.488 -0.055
H 3.349 0.542 2.651 0.318
H 3.870 -1.823 -0.425 0.073
H 2.217 -1.963 -2.510 0.313
H 0.238 -0.539 -4.363 0.177
H -1.001 2.239 3.070 0.303
H -3.336 2.781 0.098 0.354
H -3.308 2.552 1.980 0.370
H -4.333 0.736 -1.394 0.335
H -5.060 -1.896 -1.523 0.260
H -5.458 -4.340 -0.183 0.319
H -3.715 -4.569 0.342 0.259
H -4.986 -4.408 1.655 0.283
H -3.546 -2.523 2.861 0.281
H -2.845 0.023 2.941 0.067
O -2.688 -1.127 -5.404 -0.673
H -3.571 -0.906 -5.074 0.374
H -2.092 -0.779 -4.727 0.263
O -2.598 -0.038 5.305 -0.595
H -2.537 -0.489 6.157 0.285
H -2.236 0.839 5.479 0.294
O 5.046 2.700 -0.511 -0.645
H 4.905 2.997 0.397 0.297
H 4.442 3.247 -1.031 0.304
O 6.899 -2.990 -1.042 -0.659
H 6.259 -3.588 -1.448 0.314
H 7.561 -3.580 -0.660 0.309
O -4.918 -0.077 -6.256 -0.646
H -5.567 0.477 -6.706 0.295
H -4.096 0.084 -6.739 0.324
O -4.328 4.498 2.875 -0.620
H -4.164 5.007 2.071 0.318
H -4.223 5.143 3.586 0.301
O 4.721 0.574 -2.723 -0.549
H 4.882 1.076 -3.531 0.273
H 4.821 1.219 -2.019 0.312
```

Properties
**Energy relative to the best compared isomer or geometry (same formula, charge and spin)**: 10.198 eV
**SMILES**: CCNc1ccc(S)c2c1C(=O)C=C(Cc1ccc(C)cc1)C2=O.O.O.O.O.O.O.O
**Total charge**: 0
**HOMO level**: -7.9 eV


No. 6
C24H30Br12N2O10 | wB97M-V/def2-TZVPD

XYZ file:
```
78
Properties=species:S:1:pos:R:3:mulliken_charge:R:1
C 0.581 2.776 -0.428 -0.520
C 1.341 1.787 -1.004 -1.048
C 0.971 0.458 -0.790 -0.152
C -0.126 0.129 -0.049 -0.117
C -0.868 1.138 0.566 -0.323
C -0.546 2.461 0.342 -0.301
N -0.383 -1.271 0.280 1.038
O -1.481 -1.579 0.693 -0.579
O 0.523 -2.061 0.080 -0.318
H 0.882 3.810 -0.505 0.829
H 2.194 2.009 -1.628 0.544
H 1.521 -0.290 -1.352 0.484
H -1.723 0.873 1.176 0.411
H -1.075 3.231 0.885 0.129
C -1.677 7.917 4.806 -0.369
C -1.958 8.902 3.868 -0.557
C -1.607 8.703 2.548 -0.330
C -0.910 7.585 2.156 -0.192
C -0.641 6.619 3.119 0.106
C -1.088 6.707 4.405 -0.650
N -0.474 7.362 0.775 0.973
O 0.426 6.578 0.615 -0.511
O -1.047 7.982 -0.081 -0.549
H -1.881 8.110 5.852 0.398
H -2.431 9.778 4.287 0.382
H -1.837 9.468 1.813 0.442
H -0.124 5.715 2.815 0.449
H -0.824 5.916 5.091 0.429
C -0.431 -10.605 2.386 -1.071
C -0.560 -9.588 1.250 -0.261
O 0.019 -8.345 1.676 -0.301
C 0.748 -7.662 0.786 0.744
O 1.161 -8.118 -0.249 -0.574
O 0.856 -6.410 1.235 -0.193
C 1.824 -5.601 0.542 -0.390
H -1.129 -10.477 3.212 0.279
H 0.593 -10.574 2.754 0.306
H -0.674 -11.603 2.015 0.363
H -1.614 -9.338 1.116 0.240
H -0.171 -9.969 0.313 0.330
H 1.467 -4.584 0.703 -0.196
H 1.750 -5.819 -0.523 0.392
H 2.853 -5.657 0.889 0.322
C 2.489 0.858 -4.548 -0.855
C 3.519 -0.229 -4.824 -0.388
O 2.908 -1.286 -5.574 -0.359
C 2.523 -2.396 -4.965 0.603
O 2.203 -3.367 -5.582 -0.558
O 2.445 -2.261 -3.634 -0.285
C 1.756 -3.304 -2.956 -0.454
H 1.578 0.440 -4.107 0.348
H 2.094 1.225 -5.497 0.340
H 2.950 1.583 -3.882 0.173
H 4.115 -0.561 -3.976 0.339
H 4.282 0.236 -5.455 0.356
H 1.762 -3.092 -1.886 0.143
H 2.281 -4.261 -2.990 0.353
H 0.742 -3.370 -3.338 0.198
C -4.624 4.112 2.797 -0.444
Br -3.227 4.839 1.668 0.099
Br -4.437 4.548 4.684 -0.020
Br -4.785 2.161 2.563 -0.036
H -5.600 4.433 2.464 0.390
C -2.695 -3.314 -1.859 -0.201
Br -4.379 -4.128 -2.408 -0.038
Br -1.924 -2.281 -3.307 -0.048
Br -1.416 -4.691 -1.193 -0.005
H -2.798 -2.646 -1.015 0.230
C 0.734 -1.470 3.537 0.622
Br 2.067 -0.455 4.556 -0.040
Br -1.126 -1.021 3.943 -0.054
Br 0.882 -3.407 3.352 0.032
H 0.826 -1.177 2.502 -0.585
C 0.375 5.634 -3.595 -0.392
Br -0.880 5.180 -2.155 0.034
Br 1.218 4.006 -4.310 0.033
Br 1.796 6.870 -3.015 -0.031
H -0.088 6.127 -4.436 0.410
```

Properties
**Total charge**: 0
**HOMO level**: -10.1 eV


Number 1: total energy -8324.771861 Ha. Number 2: total energy -327.410913 Ha. Number 3: total energy -4231.562106 Ha. Number 4: total energy -4332.974641 Ha. Number 5: total energy -1911.604535 Ha. Number 6: total energy -32682.351304 Ha.